Below is an isolated molecule of C4H6N2O, with properties calculated with ωB97M-V with the def2-TZVPD basis set.

Results
* structure (SMILES): Cc1ncc(O)[nH]1
* LUMO level: 0.7 eV
* calculated total energy: -9272.946 eV

Last column: Mulliken charge in e.
Geometry (Å):
C1 -1.91815 0.77447 0.71033  -1.021
C2 -0.56682 0.45835 0.16062  0.466
N1 0.33018 1.32489 -0.22527  -0.614
C3 1.43090 0.59118 -0.62705  -0.382
C4 1.17712 -0.73832 -0.45997  0.403
O1 1.88160 -1.88070 -0.64713  -0.527
N2 -0.09712 -0.82778 0.03176  -0.083
H1 -1.94084 1.83597 0.96428  0.283
H2 -2.12552 0.19551 1.61751  0.312
H3 -2.72003 0.57599 -0.01006  0.264
H4 2.33112 1.06287 -0.99854  0.384
H5 2.80907 -1.64012 -0.76114  0.329
H6 -0.57978 -1.68695 0.24316  0.188

Cartesian forces (eV/Å) of the 3 atoms listed first:
C 0.0 0.0 0.0
C 0.0 0.1 0.0
N -0.2 -0.2 0.1

---

Below is an isolated molecule of C4H6N2O, with properties calculated with ωB97M-V with the def2-TZVPD basis set.

Results
* structure (SMILES): C=NN/C=C/C=O
* LUMO level: 0.0 eV
* calculated total energy: -9269.888 eV

Last column: Mulliken charge in e.
Geometry (Å):
C1 2.71086 -0.30516 0.02934  -0.301
N1 1.45035 -0.27292 -0.21876  -0.403
N2 0.75397 0.79712 -0.16081  0.112
C2 -0.58899 0.73982 -0.10327  -0.117
C3 -1.21698 -0.49089 -0.17331  -0.300
C4 -2.61523 -0.57174 -0.00916  0.011
O1 -3.48549 0.38450 -0.08910  -0.567
H1 3.10954 0.66952 0.29396  0.169
H2 3.24868 -1.26008 0.01717  0.254
H3 1.30230 1.59737 0.19349  0.268
H4 -1.24135 1.62150 0.13972  0.307
H5 -0.53635 -1.35134 -0.37982  0.314
H6 -2.89132 -1.55768 0.46053  0.252

Cartesian forces (eV/Å) of the 3 atoms listed first:
C -1.9 0.7 -0.1
N 2.3 -4.5 -0.5
N 0.9 3.9 0.8

---

Below is an isolated molecule of C4H6N2O, with properties calculated with ωB97M-V with the def2-TZVPD basis set.

Results
* structure (SMILES): Cc1cc(O)n[nH]1
* LUMO level: 0.8 eV
* calculated total energy: -9271.764 eV

Last column: Mulliken charge in e.
Geometry (Å):
C1 -2.00704 -0.00404 0.00609  -1.059
C2 -0.52673 0.01454 -0.13505  0.527
C3 0.49243 -0.25971 -1.02586  -0.692
C4 1.64744 -0.06469 -0.22852  0.618
O1 2.91573 -0.26918 -0.67097  -0.488
N1 1.37725 0.34130 1.01257  -0.890
N2 0.00273 0.39085 1.03347  0.290
H1 -2.19582 0.66131 0.92009  0.260
H2 -2.38528 -0.95795 0.38211  0.248
H3 -2.50897 0.25105 -0.93644  0.312
H4 0.44790 -0.58716 -2.06024  0.332
H5 3.50960 -0.13716 0.08098  0.357
H6 -0.77147 0.66394 1.70589  0.185

Cartesian forces (eV/Å) of the 3 atoms listed first:
C -0.5 0.2 0.3
C -0.3 0.0 0.2
C -0.2 -0.2 0.2

---

Below is an isolated molecule of C4H6N2O, with properties calculated with ωB97M-V with the def2-TZVPD basis set.

Results
* structure (SMILES): C=NN/C=C/C=O
* LUMO level: 0.2 eV
* calculated total energy: -9269.769 eV

Last column: Mulliken charge in e.
Geometry (Å):
C1 2.91559 0.00448 0.00206  -0.293
N1 1.66041 0.49491 -0.01740  -0.495
N2 0.75854 -0.54156 -0.06603  0.139
C2 -0.58496 -0.45292 0.03096  -0.123
C3 -1.33120 0.63781 -0.13925  -0.354
C4 -2.89530 0.50657 0.02646  0.041
O1 -3.43604 -0.61495 -0.06330  -0.500
H1 3.28542 -1.03746 0.06223  0.213
H2 3.71608 0.82506 0.03285  0.236
H3 1.21597 -1.48572 -0.11313  0.262
H4 -0.96164 -1.44729 0.10959  0.325
H5 -0.89237 1.69735 -0.34947  0.277
H6 -3.45051 1.41372 0.48444  0.271

Cartesian forces (eV/Å) of the 3 atoms listed first:
C -1.3 3.8 0.2
N 3.4 -3.0 -0.2
N 2.1 -1.1 0.2